# 1
DFT (wB97M-V/def2-TZVPD) results for an isolated molecule of C10H16N4O4.

```
34
Properties=species:S:1:pos:R:3
N 0.5622 -1.3728 1.7686
C 1.0289 -2.7115 -2.2397
O 0.8455 3.3712 1.0663
O 1.5644 -3.7886 -1.9489
C -1.2421 3.3147 -0.0476
H -0.1046 -0.6264 -2.8403
O -0.1797 1.6502 -2.4348
H -1.8149 -0.6396 3.7826
H 1.6218 0.0758 0.5723
C 0.1515 -1.0762 2.9665
N -1.2190 -1.0346 3.0702
O 0.7983 -2.2897 -3.4642
H 0.9802 -3.0931 -4.0082
C 0.0592 0.8311 -1.5246
H 0.6594 3.2632 -1.0028
C -0.5715 -1.6552 1.0579
C 0.3779 1.3519 -0.1193
H -2.7610 -1.6156 1.6708
C 0.5913 -1.6871 -1.2086
H -1.7307 3.1138 -1.0236
H 1.7931 3.4683 0.8657
H -0.4449 1.0296 0.6168
H -1.3451 4.3571 0.2636
C 0.2118 2.8744 -0.0911
H 1.4128 -1.5780 -0.4547
H 0.7426 -0.7957 3.8545
N 1.6770 1.0491 0.2804
C -1.6772 -1.4923 1.8333
H -0.2157 -3.3913 -0.1919
C -0.5263 -2.3414 -0.2799
H -1.4643 -2.2914 -0.8313
H -1.8116 2.7387 0.6916
N 0.1731 -0.4762 -1.8697
H 1.8576 1.4676 1.2205
```

Results
HOMO in eV: -8.97
Lowest unoccupied orbital energy in Eh: 0.0191
Energy above the lowest of the compared OMol25 structures with the same formula, charge and spin in kJ/mol: 149.8
Max |F| in Eh/bohr: 0.067
SMILES: C[C@@H](O)[C@H](N)C(=O)N[C@@H](Cc1c[nH]cn1)C(=O)O

---

# 2
DFT (wB97M-V/def2-TZVPD) results for a structure of composition H4NOPS2.

```
9
Properties=species:S:1:pos:R:3
H 2.5784 -2.3186 0.9770
N -0.8507 0.6557 0.2522
P 1.1839 -0.0728 1.1293
S 1.3973 -2.1869 0.5237
H 1.8326 0.5812 -0.7008
O 2.1862 0.6369 0.1850
H -1.6066 -0.0658 0.6099
H -1.0547 1.3773 0.9003
S 1.5755 0.4160 2.9812
```

Results
HOMO in eV: -9.19
Lowest unoccupied orbital energy in Eh: -0.0338
Energy above the lowest of the compared OMol25 structures with the same formula, charge and spin in kJ/mol: 239.8
Max |F| in Eh/bohr: 0.083

---

# 3
DFT (wB97M-V/def2-TZVPD) results for a structure of composition C44H60N4O6Si2Sn.

```
117
Properties=species:S:1:pos:R:3
H -0.2731 2.5259 -2.9933
H 5.2353 -0.3434 2.8554
H 4.4496 3.7180 2.4901
H -1.6816 -3.9384 0.7770
C -0.6859 -3.7271 0.1528
C -1.1293 2.4483 -2.0901
H -1.6985 -0.8484 -0.9223
C 3.5221 -3.7326 -1.7480
C 2.8252 4.9872 3.2443
H -2.2625 4.5525 1.5546
C -6.0742 3.5647 -4.1217
H -2.8786 1.6691 -4.0090
C 0.5066 5.6904 3.2095
H 4.7010 -3.3916 -3.6644
H 5.8943 -5.5263 -3.5147
C 3.4946 -1.4007 -1.8008
O -2.9478 2.6876 0.2361
H -6.1553 1.7436 -2.8693
C -6.8651 -1.2581 0.2734
H 0.8222 6.5723 3.9213
O -1.8163 0.7150 3.0091
O -3.5658 0.3893 4.3594
C -6.1063 0.9821 -0.2381
H 2.9214 0.6239 0.6782
H -1.2336 -0.0450 4.9456
H -4.1349 6.3721 -3.5085
C -5.5374 2.6378 -3.0818
O 5.7965 -2.7784 1.6810
Sn 2.6068 -2.8022 2.0514
H 1.6117 1.6252 -0.0765
H -1.7741 3.4779 -2.3976
C -1.2554 -0.3664 3.6291
O 2.8066 -2.5885 -1.8472
C -4.0001 4.3397 -2.4306
C -0.1023 3.7454 1.3202
C -1.1862 0.1492 -1.2223
H -0.1555 -0.4503 3.2259
H -3.4234 0.0347 -3.5765
C -4.6134 5.2287 -3.2239
H -5.3155 2.1613 2.3180
H -0.5339 2.4645 -1.1740
C 3.2676 -4.6052 -0.6944
H -7.6809 -2.0823 0.6688
C -5.5835 4.8036 -4.1044
H -3.1582 2.3783 1.9410
H 0.7559 -5.9620 2.3396
H -3.3654 -1.6047 -0.5666
C 1.4466 4.7354 2.8562
C 4.7489 1.0201 -1.8321
H -4.9758 3.6674 2.9186
Si -3.5102 1.8420 -0.9596
C 4.5335 -2.3420 2.2526
H 6.1448 0.2816 -0.4708
C -4.7689 0.5940 -0.4947
C 3.9203 4.8797 2.1712
C -5.5190 -1.6443 0.1707
H 1.2602 -6.7216 -1.8627
C -1.1594 4.6695 1.7893
H -0.3485 -2.7326 0.6436
H -6.3203 2.0927 0.0670
H -6.8545 2.9401 -4.8381
N 2.0635 1.0741 0.7659
C -4.5693 -0.7179 -0.3182
N -4.7644 2.6375 3.0558
O 3.1639 5.4575 4.3361
H 5.0279 2.1254 -1.6054
C 0.5520 -6.3463 1.2669
H -1.7983 6.4036 3.1554
C -4.5173 3.0125 -2.2582
C -2.0926 1.2220 -1.9963
H -0.0947 0.3988 -1.4477
H 6.2674 -4.4554 0.4911
H -5.2492 -2.8102 0.1890
C 0.7204 -5.7607 -1.6782
H -0.4680 -6.8452 1.2795
C -3.0352 1.0545 3.5062
H 3.9713 -0.9984 3.9077
H 5.1288 -2.0072 -0.4094
H 1.8064 2.9971 1.4636
H -2.9797 4.7653 -1.9275
C 4.6936 -1.2345 -1.0783
H 4.8354 -4.7185 1.4337
H -0.8589 2.9570 0.6889
H -0.3200 -6.1156 -1.9201
C -2.6009 0.7349 -3.4359
H 0.7847 -4.9181 -2.4989
C 2.9455 -0.3849 -2.6586
H 3.3089 4.9670 1.1486
H -6.3735 5.7878 -5.0567
H 1.3640 -7.2118 1.3112
C 1.0511 3.7525 1.9647
C 3.9291 -5.8383 -0.6949
C 3.5624 0.8468 -2.5668
H 1.9408 -0.5083 -3.0952
H -1.8166 -1.5491 3.2353
H 3.8134 -6.5702 0.1995
H 5.5403 -6.9648 -1.5897
C 4.4087 -4.0796 -2.7697
C -7.0997 0.0879 0.1887
N -3.4880 2.2697 2.8934
C -0.8395 5.6176 2.7531
C 4.8919 -6.0917 -1.6776
H -0.8804 -3.4582 -0.9483
H -1.1330 0.6747 -0.1548
H 5.0972 5.4710 2.5057
C 4.8864 -1.2732 3.2140
C 5.2875 -0.0003 -1.1151
C 5.1470 -5.2642 -2.7819
H 5.5500 -1.6063 4.1196
H -1.4826 -0.0407 -4.2152
N 2.2900 -4.2705 0.2272
C 5.8168 -4.2434 1.4692
Si 0.7811 -4.9807 -0.0198
H -7.9694 0.6132 0.5411
H 6.5037 -4.6462 2.3348
H 3.0259 1.7219 -2.8655
H 1.6533 1.1413 1.7210
```

Results
HOMO in eV: -1.56
Lowest unoccupied orbital energy in Eh: 0.1429
Energy above the lowest of the compared OMol25 structures with the same formula, charge and spin in kJ/mol: 981.9
Max |F| in Eh/bohr: 0.168
Net charge: -2

---

# 4
DFT (wB97M-V/def2-TZVPD) results for a structure of composition C22H35Cl2MnN4O3Se.

```
68
Properties=species:S:1:pos:R:3
H 3.2763 -0.3936 -2.7255
H -0.9030 2.7412 5.2306
C -0.7751 -5.0624 -0.4697
C -0.4256 -3.1334 1.0443
H 1.0888 3.2780 -3.1873
H 0.4602 3.0185 -7.4754
N 4.2544 0.2117 -0.9776
H -1.9887 1.0097 -2.8530
H 0.5469 -3.1776 5.5243
H -2.5062 -3.9306 2.1928
C -1.4904 1.8820 -4.9246
C 5.2919 1.0497 -0.3764
H 1.8535 -2.2214 4.7370
C -0.7977 2.1288 4.3231
N -0.7139 0.7307 4.6852
H -2.9852 3.6058 -2.3133
H -1.5127 -2.0570 6.1928
H 0.5901 -2.9842 3.7320
H 4.8632 1.9770 0.0474
C 0.4628 2.9838 -4.0405
H -2.4184 1.3432 -4.7282
H -1.7130 -5.4412 -0.8971
C -1.1448 1.5829 -2.4589
C 0.7951 -2.5004 4.6948
O -0.0078 0.8948 -2.0593
H -1.5164 0.1866 -0.3579
H -0.1296 -5.9096 -0.1926
H 0.1194 2.4064 3.7884
Mn 1.0015 -0.3200 -1.1947
H 6.0305 1.2969 -1.1483
O -0.8049 -2.3415 1.9203
H -0.2691 -4.4262 -1.2003
N -0.0170 -1.3206 4.8492
H 3.1952 1.3633 -2.4110
C 0.8861 3.2545 -5.3643
H 1.8120 3.8291 -5.5238
H -3.6960 1.8530 0.9382
H -3.4415 0.0674 0.9564
H -1.6678 2.3110 3.6775
C 3.8395 0.4713 -2.3596
C 0.1329 2.8054 -6.4585
Cl -0.5939 -1.9649 -1.6534
H 5.7691 0.4821 0.4422
H -3.2205 3.5841 -0.5620
C -2.1194 1.0961 -0.3105
C 3.6326 -0.7162 -0.2536
H -1.6451 4.0937 -1.2804
C 0.2326 -0.1427 4.2092
H 0.5183 -2.9734 0.4796
O 2.6280 -1.3594 -0.7059
N -1.0969 -4.2582 0.7001
H 4.0161 -0.9042 0.7625
C -2.1729 -4.7378 1.5434
H -2.3939 0.5830 6.0228
C -1.5763 0.0752 5.5491
H 4.7356 0.6252 -2.9549
C -2.5003 3.4135 -1.3505
C -1.9653 2.0377 -1.2742
C -1.0766 2.1304 -6.2273
H -2.3416 1.0841 1.8203
Cl 1.4173 1.4118 0.4861
H -1.8400 -5.5825 2.1593
C -0.7348 2.2873 -3.8126
H -2.9988 -5.0816 0.9158
C -1.1420 -1.2128 5.6413
Se 1.5455 0.0992 2.9861
C -2.9536 1.0558 0.8993
H -1.6989 1.8115 -7.0680
```

Results
HOMO (spin up / spin down) in eV: -3.28 / -3.36
Lowest unoccupied orbital energy (spin up / spin down) in Eh: 0.0980 / 0.0978
Max |F| in Eh/bohr: 0.066
Net charge: -1
Multiplicity: 6

---

# 5
DFT (wB97M-V/def2-TZVPD) results for a structure of composition C21H15BrN5O6SSc.

```
50
Properties=species:S:1:pos:R:3
C -0.0843 0.6110 4.3994
O -2.2024 3.6985 1.1417
C 0.1278 2.8905 -4.2419
C -3.2791 -2.6708 -0.8790
C 2.5134 -3.7728 -0.5337
C 0.0612 -3.5322 -0.8566
H 2.0706 2.7406 -0.9086
N -1.0157 -2.8266 -0.6943
H 2.4839 -4.7392 -1.0136
C 1.8698 3.7416 -2.7956
H 2.6709 4.4431 -2.6236
H 0.3754 0.0551 5.2016
H -4.3294 -4.1072 -1.8588
N -4.3979 -3.2255 -1.3788
C 1.3301 -3.0320 -0.3919
H 0.0452 2.5483 5.3169
N 1.3283 -1.8206 0.2052
C -1.2564 1.8532 2.2893
C -0.8762 2.6211 3.3815
C -0.1877 1.9381 -3.2934
H 4.6242 -3.7962 -0.1733
H 0.0023 -4.5120 -1.3327
O -2.1375 1.7160 0.1025
C 1.5390 2.7934 -1.8461
C -0.3485 -1.6045 3.0965
C 1.1564 3.7810 -3.9834
N -1.0662 0.5334 2.2284
Sc -0.8479 -0.8808 0.3589
H -0.9811 1.2258 -3.4557
C 0.1610 0.8432 -1.1000
Br 1.5921 5.1004 -5.2854
H -1.0524 3.6847 3.3795
H 4.5841 -1.5776 0.9733
S -3.4415 -1.2267 0.0180
C 2.4680 -1.3543 0.6965
O -0.5539 -0.1272 -1.4749
H 2.4118 -0.3893 1.1874
C 3.6990 -3.2526 -0.0559
C -0.4981 -0.0770 3.2603
H -0.4147 2.9424 -5.1725
O -0.7761 -2.0208 1.9752
C 3.6801 -2.0181 0.5827
O 0.5617 0.9265 0.0840
C 0.5177 1.8857 -2.0960
C -0.2707 1.9806 4.4551
H -2.6419 4.0027 0.3311
O 0.1363 -2.2453 4.0070
N -2.1593 -3.3381 -1.1276
H -5.2879 -2.8139 -1.1679
C -1.9035 2.4041 1.0694
```

Results
HOMO in eV: -7.65
Lowest unoccupied orbital energy in Eh: -0.0170
Energy above the lowest of the compared OMol25 structures with the same formula, charge and spin in kJ/mol: 26.6
Max |F| in Eh/bohr: 0.030

---

# 6
DFT (wB97M-V/def2-TZVPD) results for an isolated molecule of CHNO.

```
4
Properties=species:S:1:pos:R:3
C 0.4523 0.0038 0.0438
H -1.3577 -0.2202 -0.1578
O 1.5912 -0.1628 0.0393
N -0.6858 0.3792 0.0747
```

Results
HOMO in eV: -11.26
Lowest unoccupied orbital energy in Eh: 0.0251
Energy above the lowest of the compared OMol25 structures with the same formula, charge and spin in kJ/mol: 14.7
Max |F| in Eh/bohr: 0.092
SMILES: N=C=O